Entry 1:
# C24H31N3O2

A single C24H31N3O2 molecule (ωB97M-V/def2-TZVPD, the OMol25 dataset).

Geometry as XYZ:
```
60
Properties=species:S:1:pos:R:3:forces:R:3:mulliken_charge:R:1
C 4.254183 0.733259 -2.326823 -0.1 0.0 0.4 0.10
C 3.770868 0.497269 -1.257457 0.3 0.0 -0.4 -0.30
C 3.148983 0.187498 0.019099 -0.1 0.2 0.2 -1.16
N 1.889280 -0.519912 -0.141059 0.1 -0.3 0.2 0.55
C 0.751257 0.064874 -0.571003 0.1 0.4 -0.2 0.39
O -0.285394 -0.569636 -0.698469 -0.4 -0.1 -0.1 -0.77
C 0.771346 1.553946 -0.881018 0.0 -0.2 0.0 -1.39
C 0.391755 2.417672 0.365123 0.0 -0.3 -0.1 0.32
C 1.605836 3.284124 0.682081 0.0 0.0 0.2 -0.24
O 2.489366 2.913557 1.434470 0.1 -0.2 0.2 -0.72
N 1.678929 4.439538 0.001985 0.2 0.4 -0.1 -0.08
C 0.553276 4.927117 -0.756352 -0.5 0.0 0.0 -0.81
C -0.706160 4.586645 0.030070 0.0 0.2 -0.2 -0.64
N -0.843333 3.149801 0.109999 -0.1 0.3 0.0 0.19
C -1.968131 2.736005 0.935860 -0.1 -0.1 0.2 -1.30
C -2.525903 1.419915 0.489675 -0.3 0.2 0.1 1.02
C -3.829362 1.160234 0.430675 0.4 0.3 0.1 -0.86
C -4.437518 -0.100709 0.027549 -0.3 -0.4 -0.1 0.83
C -3.698547 -1.166855 -0.490399 -0.1 0.1 0.0 -0.45
C -4.328106 -2.340532 -0.857712 0.0 -0.1 0.0 -0.58
C -5.699981 -2.479983 -0.719286 -0.1 0.0 0.0 -0.44
C -6.444742 -1.429296 -0.210894 -0.1 -0.1 0.0 -0.54
C -5.819433 -0.253123 0.155801 0.2 0.1 0.0 -0.56
C 1.880694 -1.960062 0.086762 0.1 -0.3 0.1 -0.68
C 2.112526 -2.313187 1.557487 -0.3 -0.1 -0.1 -0.58
C 1.968838 -3.820548 1.749132 0.3 0.0 0.1 -0.78
C 2.952987 -4.569641 0.855219 -0.3 -0.1 -0.1 -0.62
C 2.735076 -4.199048 -0.609061 0.3 0.1 0.1 -0.85
C 2.882335 -2.692725 -0.807010 -0.3 -0.1 -0.1 -0.51
H 4.695014 0.949318 -3.254009 0.2 0.1 -0.5 0.46
H 3.827007 -0.448501 0.591868 -0.1 0.1 0.0 0.44
H 3.005824 1.107382 0.595106 0.1 -0.2 0.0 0.30
H 1.732473 1.856579 -1.296187 0.0 0.0 0.0 0.65
H -0.004379 1.720968 -1.629899 0.1 -0.1 0.1 0.44
H 0.250231 1.748063 1.223347 0.1 0.2 0.0 0.58
H 2.483338 5.026705 0.162045 0.0 -0.2 0.0 0.31
H 0.514227 4.443079 -1.738765 -0.1 0.1 0.0 0.24
H 0.645259 6.004913 -0.893870 0.0 -0.1 0.0 0.46
H -0.635973 5.062614 1.026979 0.0 0.0 -0.1 0.36
H -1.587656 4.984457 -0.480302 0.0 0.0 0.1 0.48
H -1.673963 2.668244 2.001481 0.0 0.1 -0.1 0.30
H -2.743596 3.502889 0.861488 0.0 0.0 0.0 0.45
H -1.801042 0.672462 0.212859 0.1 -0.2 -0.1 -0.20
H -4.534843 1.932788 0.719961 0.0 0.1 0.0 0.27
H -2.631626 -1.076400 -0.614830 0.2 0.0 0.0 0.59
H -3.743444 -3.156139 -1.258641 0.1 -0.1 0.0 0.40
H -6.186286 -3.400601 -1.008298 0.0 -0.1 0.0 0.36
H -7.515699 -1.527202 -0.101612 -0.1 0.0 0.0 0.37
H -6.407749 0.563613 0.552167 0.0 0.1 0.0 0.34
H 0.870577 -2.284276 -0.187278 0.2 0.0 0.1 0.39
H 3.112872 -2.007820 1.873577 0.1 0.1 0.0 0.24
H 1.386293 -1.783397 2.177087 0.0 0.1 0.0 0.39
H 2.145221 -4.077632 2.795578 -0.1 0.0 0.0 0.39
H 0.949487 -4.120397 1.497320 -0.1 0.0 0.0 0.34
H 3.974995 -4.314080 1.145792 0.1 0.0 0.0 0.32
H 2.828390 -5.646058 0.987777 0.1 0.0 0.0 0.34
H 3.455786 -4.725142 -1.238319 -0.1 0.0 -0.1 0.38
H 1.733521 -4.507802 -0.915613 0.0 -0.1 -0.1 0.35
H 3.904549 -2.397468 -0.560774 0.1 0.1 0.0 0.27
H 2.700255 -2.427362 -1.850470 0.1 0.1 0.0 0.39
```
Forces are in eV/Å.

Calculated values
- Kohn-Sham gap (hartree) = 0.3234
- lowest unoccupied orbital energy (eV) = 0.72
- HOMO level (eV) = -8.08
- 2S+1 = 1
- E_tot (eV) = -33955.1847

***

Entry 2:
# C21H27N3O2S

A single C21H27N3O2S molecule (ωB97M-V/def2-TZVPD, the OMol25 dataset).

Geometry as XYZ:
```
54
Properties=species:S:1:pos:R:3:forces:R:3:mulliken_charge:R:1
C 2.625262 3.932939 2.371299 0.2 0.0 0.0 -1.27
C 1.529259 2.938310 2.496468 -0.2 -0.4 0.0 0.73
C 0.183606 3.167673 2.511735 0.4 0.2 0.0 -0.78
C -0.580336 1.994265 2.629492 0.1 -0.7 0.0 -0.19
C 0.197962 0.868778 2.707026 0.1 0.8 -0.1 0.15
C -0.219173 -0.489100 2.818354 0.2 -1.0 0.1 0.22
N 0.543273 -1.534514 2.938221 0.6 1.6 -0.1 -0.35
N -0.264839 -2.606838 2.997738 -1.0 -1.1 0.0 -0.65
C -1.480341 -2.184094 2.911519 0.4 -0.4 0.2 0.72
C -2.718037 -2.996363 2.891031 -0.2 0.3 -0.1 -0.62
C -3.538403 -2.701839 1.625105 0.2 -0.2 -0.1 -0.75
C -2.645566 -2.948115 0.411888 -0.5 0.4 0.2 0.55
O -2.415324 -4.058377 -0.014111 0.1 -0.5 0.0 -0.68
N -2.100194 -1.830294 -0.110922 0.1 0.4 -0.2 0.05
C -1.102100 -1.870934 -1.160478 0.2 -0.1 -0.1 -1.61
C -0.054274 -0.773419 -0.954177 -0.1 -0.1 -0.1 1.21
C -0.505008 0.598498 -1.476997 -0.1 0.1 0.2 0.74
C 0.512819 1.650950 -1.035083 0.0 0.0 0.0 -0.25
C 1.883295 1.312596 -1.620026 0.2 0.2 0.1 0.60
C 1.799495 1.313568 -3.145773 0.0 0.0 0.0 -1.54
C 0.776012 0.271620 -3.595263 0.0 0.0 -0.3 0.46
C -0.589741 0.614141 -3.003581 0.0 -0.1 0.0 -1.75
C 1.206500 -1.112298 -3.111629 0.0 0.0 0.0 -1.51
C 1.299862 -1.114503 -1.586890 0.1 -0.1 0.1 0.29
C 2.322590 -0.069370 -1.138433 0.0 0.0 0.0 -1.45
O -1.534282 -0.830434 2.796047 0.1 0.2 0.0 -0.34
S 1.886691 1.247376 2.636338 -0.5 0.4 0.0 -0.19
H 3.220721 3.733756 1.481125 0.1 0.1 -0.1 0.28
H 3.290103 3.881572 3.232438 0.1 0.1 0.0 0.32
H 2.213788 4.936726 2.302571 0.0 0.1 0.0 0.37
H -0.247575 4.149811 2.436864 0.0 0.2 0.0 0.40
H -1.654908 1.969323 2.658561 -0.2 0.0 0.0 0.55
H -2.418493 -4.043966 2.907571 0.0 0.1 0.0 0.33
H -3.316017 -2.777920 3.779623 0.0 -0.1 0.0 0.31
H -3.905838 -1.674720 1.642230 0.0 0.0 0.0 0.30
H -4.384468 -3.387349 1.583923 0.0 0.1 -0.1 0.40
H -2.341559 -0.924465 0.258308 -0.1 -0.1 0.1 0.28
H -1.593188 -1.777553 -2.134224 0.1 -0.1 0.0 0.14
H -0.641274 -2.861387 -1.109182 0.0 0.1 -0.1 0.50
H 0.109385 -0.692575 0.128323 0.0 0.0 0.0 -1.08
H -1.488240 0.849317 -1.057971 0.0 0.0 0.0 0.57
H 0.196360 2.639562 -1.376768 0.0 0.1 0.0 0.72
H 0.571257 1.679849 0.053634 0.0 0.0 0.1 -1.13
H 2.611960 2.062867 -1.292028 0.0 0.0 0.0 0.35
H 2.778087 1.081901 -3.571729 0.1 0.0 -0.1 0.55
H 1.504646 2.303236 -3.503029 0.0 0.1 0.0 0.49
H 0.709811 0.273289 -4.689143 0.0 0.0 0.1 0.17
H -1.337715 -0.096299 -3.359732 -0.1 0.0 -0.1 0.47
H -0.899749 1.607940 -3.336192 -0.1 0.0 0.0 0.52
H 0.492725 -1.866579 -3.446849 0.0 -0.1 -0.1 0.43
H 2.180856 -1.365085 -3.535641 0.0 -0.1 0.0 0.57
H 1.617627 -2.102874 -1.238947 0.0 0.0 0.0 0.58
H 3.303579 -0.310252 -1.553192 0.1 0.0 0.0 0.60
H 2.409114 -0.078343 -0.049443 0.0 0.0 0.0 0.24
```
Forces are in eV/Å.

Calculated values
- Kohn-Sham gap (hartree) = 0.3182
- lowest unoccupied orbital energy (eV) = 0.12
- HOMO level (eV) = -8.54
- 2S+1 = 1
- E_tot (eV) = -41617.2954

***

Entry 3:
# H40O20

20 unconnected molecules or ions with the total composition H40O20 (ωB97M-V/def2-TZVPD, the OMol25 dataset).

Geometry as XYZ:
```
60
Properties=species:S:1:pos:R:3:forces:R:3:mulliken_charge:R:1
O -0.741262 2.091726 -0.442939 -1.3 -0.3 3.3 -0.62
H -0.471557 1.288851 -0.847965 0.5 -1.2 -1.1 0.29
H -1.118468 1.717344 0.445708 1.1 1.3 -2.0 0.27
O -4.467454 0.876491 2.050938 1.0 4.2 0.2 -0.68
H -4.547100 0.877392 1.105347 -0.4 -0.7 -1.0 0.29
H -4.154470 1.919029 2.070098 -1.0 -3.6 0.3 0.39
O -2.582811 2.421237 3.012778 0.4 1.7 1.3 -0.53
H -3.138084 1.845693 3.526395 -0.3 -1.2 0.1 0.33
H -2.513803 3.149941 3.673403 0.3 -0.2 -1.1 0.27
O 1.834654 0.478659 4.259040 -1.6 8.5 0.2 -0.56
H 2.078591 -0.359215 4.346921 2.7 -5.0 1.0 0.28
H 2.507242 1.203591 4.579327 -1.6 -3.1 -0.9 0.30
O -1.047186 4.907338 -1.718176 -0.3 1.9 -0.3 -0.60
H -0.383675 5.599630 -1.599300 -0.6 0.8 -0.5 0.33
H -0.533343 4.264378 -1.297893 0.8 -2.7 0.9 0.20
O 3.348460 -3.423994 -1.192050 -0.3 -0.5 0.6 -0.64
H 3.081427 -4.379207 -1.116906 1.6 1.4 -0.7 0.32
H 4.142629 -3.146922 -1.702381 -1.0 -1.4 0.4 0.31
O -2.930594 -3.411807 -0.965032 7.9 -5.2 -2.9 -0.54
H -3.631130 -2.977647 -0.714484 -6.4 2.4 2.2 0.25
H -2.839728 -4.420536 -1.043622 -1.4 2.8 0.6 0.31
O -0.771347 -2.694442 1.940899 1.5 1.5 -1.2 -0.56
H -0.970499 -1.971821 2.541126 -0.4 -0.3 0.4 0.31
H -1.219309 -3.478796 2.159184 -1.1 -1.1 0.8 0.30
O -1.234962 -1.194337 5.808523 3.4 -0.6 1.6 -0.63
H -2.044564 -0.999365 5.397031 -0.9 0.6 -1.5 0.29
H -0.404005 -0.932674 5.300232 -2.6 -0.5 0.6 0.38
O -1.081033 -1.032098 -2.029570 -1.0 -1.2 4.7 -0.55
H -1.154074 -1.303034 -0.960039 0.4 1.4 -4.1 0.25
H -1.193473 -1.948259 -2.310079 0.0 0.0 -0.5 0.25
O 0.671264 -6.135372 0.135883 0.4 -0.4 3.5 -0.57
H 0.548308 -5.206187 0.187279 -0.2 1.9 2.1 0.28
H 0.604072 -6.049725 -0.747504 -0.2 -1.5 -5.6 0.29
O 0.368946 3.194801 -3.818908 -0.4 -1.7 -4.3 -0.59
H 0.432977 3.036785 -4.875935 0.4 1.1 3.5 0.31
H -0.290348 2.474671 -3.753080 0.1 0.5 0.9 0.29
O -0.772571 -0.362386 -5.025017 0.3 2.4 -3.3 -0.64
H -0.601661 -0.517949 -4.152180 0.5 -0.9 3.8 0.40
H -1.330503 -1.010054 -5.382513 -1.2 -1.4 -0.4 0.26
O 3.042521 1.091732 0.805652 -0.6 -1.7 0.6 -0.72
H 2.587539 1.269898 1.630600 -0.5 1.1 -0.4 0.34
H 3.381246 1.848296 0.330860 0.1 0.8 0.0 0.37
O 3.270819 2.577200 -1.206749 2.2 1.1 1.1 -0.63
H 2.379361 2.377753 -1.276963 -2.8 -0.5 -0.4 0.28
H 3.642005 2.469525 -2.059808 0.6 -0.1 -1.3 0.30
O -3.271605 3.372514 -0.430482 3.8 -0.9 -0.5 -0.67
H -2.533861 4.045776 -0.665681 -2.1 -0.9 0.4 0.36
H -2.616928 2.562154 -0.457987 -2.2 2.1 -0.1 0.41
O -0.916261 0.024944 3.604016 1.0 -0.8 -2.5 -0.70
H -0.104911 0.181276 3.061410 -0.9 0.1 0.9 0.26
H -0.871816 0.647038 4.306620 0.2 1.0 0.7 0.32
O 1.488404 -1.758545 -2.088197 0.5 1.4 0.0 -0.55
H 1.653798 -2.481951 -1.476527 0.6 0.2 0.0 0.30
H 2.013310 -0.990624 -1.743115 -0.7 -1.3 -0.3 0.28
O 3.937317 -0.300902 2.963989 -3.9 -2.1 -2.2 -0.66
H 3.566051 0.355355 2.291081 1.9 -1.1 1.1 0.37
H 3.142992 -1.012715 2.726571 3.4 2.1 1.1 0.32
O 1.863208 -0.532194 -5.726376 -0.6 2.4 -3.1 -0.64
H 1.922748 -1.120801 -5.030087 -0.4 -1.8 2.2 0.29
H 0.914944 -0.351424 -5.970915 1.4 -0.6 1.1 0.36
```
Forces are in eV/Å.

Calculated values
- Kohn-Sham gap (hartree) = 0.3699
- lowest unoccupied orbital energy (eV) = -0.38
- HOMO level (eV) = -10.45
- 2S+1 = 1
- E_tot (eV) = -41593.9785

***

Entry 4:
# C24H27GeN2O6P2RuS

A molecular structure, C24H27GeN2O6P2RuS (ωB97M-V/def2-TZVPD, the OMol25 dataset).

Geometry as XYZ:
```
64
Properties=species:S:1:pos:R:3:forces:R:3:mulliken_spin:R:1
Ru -0.531156 0.817484 0.866456 -0.1 0.2 0.1 3.57
N -0.494618 -1.923764 4.506892 0.1 0.0 0.0 0.00
C 0.350324 -2.157906 3.270108 0.0 0.0 -0.1 0.00
C 1.194224 -3.412055 3.498778 -0.1 0.0 0.0 0.00
P 1.464345 -0.628519 3.278264 -0.1 0.0 0.1 0.03
O 2.747025 -1.067165 2.459022 0.0 0.0 0.0 0.00
O 1.663749 -0.432212 4.729597 0.0 0.0 -0.1 0.01
O 0.781319 0.448428 2.454513 0.0 -0.1 -0.1 0.10
P -0.722912 -2.274420 1.808251 0.5 -0.2 -0.2 0.01
O -1.457718 -3.642281 2.073965 0.0 0.0 0.0 0.00
O 0.247295 -2.440111 0.615825 -0.2 0.0 0.2 0.01
O -1.642806 -1.103489 1.699193 0.0 0.2 -0.1 0.04
H 0.162787 -1.441422 5.166725 -0.1 0.0 0.0 0.00
H -0.857002 -2.795228 4.896557 0.0 0.0 0.0 0.00
H -1.278284 -1.291310 4.325475 0.0 0.0 0.0 0.00
H 1.855845 -3.267395 4.354191 0.0 0.0 0.0 0.00
H 1.803988 -3.609491 2.619957 0.0 0.0 0.0 0.00
H 0.559865 -4.282189 3.675549 0.0 0.0 0.0 0.00
H 3.517321 -1.275082 3.005824 0.0 0.0 0.0 0.00
H -2.136609 -3.917850 1.441210 0.0 0.0 0.0 0.00
C 0.393340 2.143353 -2.184720 0.0 0.0 0.0 0.03
C -0.320681 3.183895 -1.379691 0.0 0.0 0.1 -0.02
C -0.368010 4.498969 -1.876143 0.0 0.0 -0.1 0.00
C -1.046880 5.458076 -1.192237 0.0 0.1 0.0 0.02
C -1.720333 5.108007 -0.006885 -0.1 0.0 0.1 -0.01
C -2.496287 6.058219 0.707127 0.0 0.0 0.0 0.21
C -3.190905 5.703106 1.840375 0.0 0.1 -0.1 -0.04
C -3.125303 4.396031 2.294663 0.0 -0.1 0.1 0.13
C -2.346429 3.422029 1.646519 0.0 0.0 -0.1 -0.06
S -2.281894 1.867999 2.293105 -0.2 0.2 0.2 0.71
C -1.624572 3.783224 0.448912 0.0 -0.1 0.0 0.14
N -0.899742 2.841807 -0.227633 0.0 0.0 -0.1 0.11
H 0.566350 2.503361 -3.196276 0.0 0.0 0.0 0.00
H -0.198906 1.230920 -2.253503 0.0 0.0 0.0 -0.01
H 1.364165 1.913284 -1.742647 0.0 0.0 0.0 0.00
H 0.133258 4.725284 -2.806264 0.0 0.0 0.0 0.00
H -1.094228 6.476839 -1.556324 0.0 0.0 0.0 0.00
H -2.539409 7.072587 0.330829 0.0 0.0 0.0 0.00
H -3.786136 6.431526 2.372207 0.0 0.0 0.0 0.00
H -3.672593 4.098051 3.179511 0.0 0.0 0.0 -0.01
Ge 0.627573 -1.398419 -0.868266 0.4 0.3 0.0 -0.05
C -0.855473 -1.463162 -2.069959 0.0 0.0 0.0 -0.05
C -0.581230 -1.673835 -3.420551 -0.1 0.0 -0.1 -0.01
C -1.615302 -1.663804 -4.348303 0.0 0.0 0.0 0.00
C -2.919216 -1.436427 -3.931481 0.0 0.0 0.1 0.00
C -3.197306 -1.219353 -2.584644 0.0 0.0 -0.1 0.00
C -2.168418 -1.232886 -1.655368 -0.1 0.1 0.0 0.07
C 2.363046 -1.928815 -1.454052 -0.1 -0.1 0.0 0.03
C 3.459852 -1.112515 -1.194722 0.1 0.1 0.1 0.01
C 4.722058 -1.484706 -1.631242 0.0 -0.1 -0.1 0.00
C 4.889509 -2.676582 -2.326211 -0.1 0.0 0.0 0.00
C 3.797396 -3.497775 -2.585761 0.0 0.1 0.0 0.00
C 2.534429 -3.124204 -2.153270 0.0 -0.1 0.0 0.00
H 0.872765 0.126374 -0.306474 -0.1 -0.5 0.0 0.01
H 0.433998 -1.852209 -3.755095 0.0 0.0 0.0 0.00
H -1.401751 -1.837891 -5.394263 0.0 0.0 0.0 0.00
H -3.723177 -1.432339 -4.655018 0.0 0.0 0.0 0.00
H -4.215072 -1.045058 -2.262116 0.0 0.0 0.0 0.00
H -2.398674 -1.070503 -0.606770 0.0 0.0 0.0 0.03
H 3.337878 -0.188285 -0.640296 0.0 0.0 0.0 0.00
H 5.574322 -0.849651 -1.430991 0.0 0.0 0.0 0.00
H 5.873174 -2.966933 -2.669478 0.0 0.0 0.0 0.00
H 3.930500 -4.424182 -3.127447 0.0 0.0 0.0 0.00
H 1.687330 -3.767427 -2.365496 0.0 0.0 0.0 0.00
```
Forces are in eV/Å.

Calculated values
- Kohn-Sham gap (alpha / beta) (hartree) = 0.2849 / 0.2243
- lowest unoccupied orbital energy (alpha / beta) (eV) = -5.84 / -8.12
- HOMO level (alpha / beta) (eV) = -13.59 / -14.22
- <S²> = 8.7913
- 2S+1 = 6
- net charge = +2
- E_tot (eV) = -129093.7554

***

It is found that the ΔE to the lowest compared entry with this formula, charge and spin values, taken in the order of the records, are 325.9 52.4 872.8 0.0 kJ/mol.
It is found that the M values, taken in the order of the records, are 393.53 385.53 360.30 707.18 g mol⁻¹.